Density functional theory data (ωB97M-V with the def2-TZVPD basis set) for a structure of composition C35H22Br2IrN4O9P.

Geometry as XYZ:
```
74
Properties=species:S:1:pos:R:3:lowdin_spin:R:1
Ir 0.20 0.47 -0.12 0.6594
O -0.84 2.92 -1.87 -0.0045
N -1.29 1.78 -1.24 0.0081
C -2.57 1.78 -1.24 0.0230
C -3.50 0.74 -0.82 0.0006
C -4.84 1.12 -0.86 0.0034
C -5.84 0.20 -0.59 0.0002
C -5.50 -1.11 -0.31 0.0030
C -4.17 -1.49 -0.26 0.0013
C -3.15 -0.57 -0.49 0.0039
P -1.46 -1.21 -0.32 0.0180
C -1.13 -2.18 -1.80 0.0032
C -0.11 -3.13 -1.83 -0.0003
C 0.13 -3.84 -3.00 0.0002
C -0.63 -3.59 -4.14 -0.0009
C -1.63 -2.63 -4.11 0.0001
C -1.88 -1.92 -2.95 -0.0006
C -1.60 -2.24 1.15 0.0040
C -1.75 -1.61 2.39 0.0003
C -1.92 -2.38 3.53 0.0000
C -1.97 -3.76 3.43 0.0001
C -1.85 -4.38 2.20 0.0002
C -1.66 -3.62 1.06 0.0009
H 0.08 3.06 -1.56 0.0000
H -3.02 2.68 -1.65 0.0007
H -5.10 2.14 -1.11 0.0001
H -6.88 0.51 -0.62 -0.0001
H -6.28 -1.85 -0.12 0.0001
H -3.93 -2.52 -0.01 0.0000
H 0.48 -3.34 -0.95 0.0000
H 0.91 -4.59 -3.02 0.0000
H -0.43 -4.14 -5.04 0.0000
H -2.22 -2.43 -5.00 0.0000
H -2.67 -1.18 -2.94 0.0000
H -1.71 -0.53 2.49 0.0003
H -2.01 -1.89 4.49 0.0000
H -2.10 -4.36 4.33 0.0000
H -1.90 -5.46 2.12 0.0000
H -1.57 -4.11 0.10 0.0000
O -0.25 1.35 3.69 0.0087
C 0.29 1.53 2.63 0.0096
O 0.48 0.47 1.83 0.1432
C 0.88 2.84 2.23 0.0034
C 1.14 3.74 3.25 0.0001
C 1.72 4.95 2.97 0.0016
C 2.05 5.31 1.68 -0.0004
C 1.77 4.43 0.65 0.0009
C 1.19 3.17 0.89 -0.0005
O 0.93 2.36 -0.11 0.0082
N 2.10 4.90 -0.70 0.0002
O 2.76 5.91 -0.80 0.0006
O 1.63 4.30 -1.66 -0.0002
N 2.00 5.90 4.06 0.0001
O 2.46 6.98 3.75 0.0004
O 1.75 5.53 5.18 0.0001
H 0.87 3.47 4.27 0.0001
H 2.49 6.27 1.47 0.0000
Br 2.04 -3.86 1.80 -0.0005
C 2.87 -2.64 0.64 -0.0018
C 4.23 -2.82 0.30 0.0007
C 4.87 -1.95 -0.53 -0.0009
Br 6.69 -2.23 -0.93 0.0002
C 4.19 -0.84 -1.09 0.0025
C 4.75 0.14 -1.95 -0.0037
C 3.96 1.16 -2.41 0.0046
C 2.62 1.24 -2.02 0.0082
N 2.07 0.34 -1.23 0.0865
C 2.83 -0.69 -0.76 0.0063
C 2.17 -1.58 0.13 0.0012
O 0.88 -1.36 0.37 -0.0059
H 4.75 -3.66 0.73 0.0000
H 5.79 0.07 -2.22 -0.0001
H 4.35 1.92 -3.06 0.0008
H 1.99 2.04 -2.38 0.0012
```

Its expectation value of S² is 0.76. The value obtained for the gap between HOMO and LUMO (spin up / spin down) is 6.700 / 5.712 eV. The electronic energy is -7836.40623 a.u. The LUMO energy (spin up / spin down) is -4.3 / -5.3 eV. The value obtained for the energy above the lowest of the compared OMol25 structures with the same formula, charge and spin is 80.5 kcal per mole. Its total charge is +1. Its spin multiplicity is 2.